{"formula": "C15H32N3O5", "method": "the ωB97M-V functional and the def2-TZVPD basis", "total_charge": 1, "smiles": "CC[C@@H](C)[N@H+]1C[C@@H](COO)O[C@](N)(CCCCNC(C)=O)[C@@H]1O", "gap_ev": 9.185, "max_force_ha_per_bohr": 0.0788, "symbols": ["H", "C", "O", "H", "C", "H", "C", "C", "C", "H", "C", "H", "H", "H", "H", "C", "H", "H", "H", "C", "H", "H", "C", "H", "H", "H", "H", "O", "C", "C", "H", "H", "N", "H", "N", "H", "O", "H", "H", "H", "C", "O", "H", "O", "H", "H", "C", "H", "C", "H", "H", "H", "C", "H", "N"], "coordinates": [[-5.296785, -1.047741, 0.373961], [3.845569, 2.179360, -1.395744], [-0.194330, 1.021047, -1.876783], [2.738608, -3.776620, -0.099141], [2.469540, -2.843584, 0.392445], [2.467544, -0.290960, 0.786103], [-4.954419, 0.927263, 0.515945], [2.667498, -0.409587, -0.271654], [-2.172762, -2.316866, -0.313545], [3.954386, 3.194498, -1.745843], [-0.031403, -0.878826, -0.342899], [3.946325, 1.474946, -2.222133], [-0.093752, 0.353515, -2.571445], [-5.597741, 1.501090, -1.475702], [-2.224500, -2.405957, 1.880283], [-5.019374, 1.879383, -0.639203], [-2.705545, -0.012334, 1.222656], [-1.335934, -1.280259, -1.947825], [1.084869, 3.776949, 1.869170], [1.310283, 3.631673, 0.820028], [2.198946, 1.743838, 1.401436], [-3.836185, -0.734832, 2.329355], [0.405408, 0.567938, -0.719183], [1.619632, -3.065635, 1.033351], [-2.851649, -2.729676, -1.044075], [1.989715, 0.445670, -1.976136], [4.957560, -3.197531, 2.029981], [4.042624, -3.452862, 1.844880], [2.386316, 2.528343, 0.671235], [-3.486949, -0.771276, 1.297532], [-2.056497, -0.179832, -0.830811], [0.402709, 3.361597, 0.287364], [-4.496136, -0.429104, 0.302899], [1.708217, 4.534928, 0.372016], [0.050197, -1.037103, 1.085419], [3.345044, 2.962806, 0.916791], [-5.259277, 1.289230, 1.577394], [-0.602609, -0.412856, 1.539038], [-5.541158, 2.756608, -0.281096], [-0.112821, -1.992938, 1.365583], [-2.870415, -2.137698, 1.053054], [3.600774, -2.380193, 1.072946], [-4.042729, 2.212842, -0.980594], [0.773548, -1.797292, -1.054143], [0.110056, 1.211975, 0.097654], [3.735907, -0.311535, -0.391884], [-1.468426, -1.086821, -0.883418], [1.790429, 2.682983, -1.359700], [2.437038, 2.028075, -0.787299], [-3.683568, -2.861982, 1.095814], [2.697850, -2.102209, -1.548992], [4.581395, 1.913804, -0.646261], [2.136854, -1.790908, -0.670755], [-1.409191, -3.085926, -0.181412], [1.889316, 0.640576, -0.976657]], "atomic_forces_ev_per_a": [[0.0, -0.1, 0.0], [-0.9, -1.2, 0.3], [0.2, 0.5, -0.2], [-0.1, -0.2, -0.1], [-0.1, -0.5, -0.5], [0.0, 0.3, 0.1], [0.5, -0.9, -2.8], [-1.0, -0.4, 1.3], [0.6, 0.1, 0.8], [0.3, 0.2, 0.0], [-1.4, 0.3, -0.4], [0.2, 0.2, -0.3], [-0.3, 0.0, 0.0], [0.2, -0.3, -0.2], [0.2, 0.1, 0.2], [-0.4, 0.3, -0.3], [0.0, 0.2, 0.0], [-0.1, 0.1, -0.2], [-0.1, 0.3, 0.1], [0.6, -0.7, -0.1], [0.0, -0.3, -0.1], [-0.2, 0.1, 0.1], [-0.6, -1.0, -0.2], [0.0, 0.2, 0.4], [-0.3, 0.2, -0.2], [-0.1, 0.1, 0.0], [0.0, 0.0, 0.0], [0.5, -1.1, 0.8], [-0.9, 0.3, -0.2], [0.4, -0.3, 0.3], [-0.2, 0.1, 0.3], [-0.2, 0.0, 0.0], [0.4, 0.1, -0.6], [-0.2, 0.3, 0.1], [1.1, 0.3, 0.1], [0.3, 0.0, 0.1], [-0.8, 1.2, 3.8], [-0.1, -0.2, 0.2], [-0.1, 0.2, 0.1], [-0.3, 0.0, 0.0], [-0.7, -0.1, -0.7], [-0.3, 1.3, -0.4], [0.2, -0.3, -0.1], [0.3, 0.2, 0.4], [0.3, 0.4, 0.1], [0.1, 0.1, -0.5], [0.5, -0.6, -0.6], [-0.4, -0.2, -0.2], [0.7, 1.0, 0.3], [-0.1, -0.2, 0.1], [-0.2, 0.0, -0.4], [0.4, 0.2, 0.0], [1.0, -0.3, -0.3], [0.0, -0.2, -0.1], [0.9, 0.0, 0.0]]}

***

{"formula": "C31H34N4PRhS", "method": "the ωB97M-V functional and the def2-TZVPD basis", "total_charge": 2, "gap_ev": [6.757, 6.757], "max_force_ha_per_bohr": 0.0347, "symbols": ["C", "H", "N", "H", "C", "H", "H", "H", "C", "H", "N", "S", "C", "H", "C", "Rh", "H", "H", "H", "C", "C", "C", "H", "C", "H", "H", "C", "H", "C", "H", "C", "C", "H", "N", "C", "H", "C", "H", "C", "C", "C", "H", "H", "C", "H", "C", "N", "C", "H", "C", "P", "H", "H", "H", "H", "C", "C", "C", "H", "C", "H", "C", "H", "C", "H", "H", "H", "H", "C", "H", "C", "C"], "coordinates": [[-1.629921, 2.728003, 0.668928], [-4.281457, -2.582225, -1.256871], [1.064237, 1.054622, 3.748502], [2.184686, -2.168982, -1.001986], [-1.755639, 2.484996, 2.041340], [3.990744, 0.843476, -2.976936], [1.308263, 3.887806, -3.525529], [1.401577, -4.403284, -0.221194], [-3.113669, -0.853664, -0.757528], [-2.150116, 5.666624, 3.106731], [2.091171, 0.993356, 1.842827], [-0.173505, -0.583249, 2.008120], [2.143230, 1.901403, 3.854534], [0.759535, -0.985100, -2.812728], [-4.252416, 1.260895, -0.805316], [-0.145044, -0.405317, -0.340868], [-1.799077, -2.435803, -0.881992], [-0.892380, 1.123923, 4.491375], [-4.239496, 2.336876, -0.679894], [-1.876557, 5.083344, 1.064751], [0.693738, -3.644054, -0.551136], [0.348371, -1.599259, -2.012228], [5.567999, 0.731008, -1.024876], [1.348761, -2.659800, -1.523064], [2.437600, -2.718166, -3.407283], [4.600947, 0.727515, 1.260122], [0.093624, 0.785392, 4.803251], [-1.853943, 1.612823, -5.302766], [1.928396, -3.401460, -2.728097], [2.643649, -4.158429, -2.403511], [-0.223218, 2.786415, -4.554139], [-1.719281, 1.512998, -3.168026], [-0.537984, -2.070838, -2.447815], [1.735900, 0.578020, -0.491761], [4.496150, 0.725849, -0.883481], [-2.053687, 3.359256, 3.975634], [2.276153, 0.674935, -1.721891], [2.354069, 2.455170, 4.751406], [-1.944000, 3.540701, 2.914692], [-5.418046, 0.616512, -1.186464], [-1.026650, 1.935083, -2.036019], [0.083789, 3.126052, -5.533778], [0.058512, -0.280042, 5.015848], [2.582817, 0.707545, 0.540711], [-1.611115, 4.230684, -0.879940], [-3.088321, 0.520485, -0.618425], [-1.920018, -1.572386, -0.358371], [0.074399, 2.785063, -2.170096], [0.617283, 3.116702, -1.292754], [3.963173, 0.716317, 0.389681], [-1.489891, 1.310581, -0.414969], [-6.322700, 1.186391, -1.343785], [1.573970, 0.682501, -2.538632], [-1.932010, 6.095188, 0.688107], [-6.323155, -1.263687, -1.690420], [-4.267880, -1.504286, -1.153078], [3.629101, 0.768951, -1.961995], [-5.417637, -0.760271, -1.381531], [3.635833, 2.430313, 2.335622], [-1.689605, 4.032786, 0.178916], [-1.716294, 1.466355, 2.411280], [0.467913, 3.213996, -3.424535], [-2.579236, 0.862998, -3.075920], [-2.001135, 4.840515, 2.424672], [1.135376, -3.902887, -3.285278], [0.309359, -3.142000, 0.343222], [-0.131484, -4.167843, -1.042784], [-2.059281, -1.864482, 0.610986], [1.025950, 0.509976, 2.522484], [0.403345, 1.323305, 5.694106], [-1.310703, 1.937338, -4.426092], [2.779735, 1.878170, 2.672535]], "atomic_forces_ev_per_a": [[0.2, -0.3, 0.5], [0.0, 0.0, 0.0], [-0.1, -0.1, 0.0], [0.0, 0.0, 0.0], [-0.1, 0.1, 0.0], [0.0, 0.0, 0.0], [0.0, 0.0, 0.0], [0.0, 0.0, 0.0], [-0.1, 0.0, 0.1], [0.0, 0.0, 0.0], [0.1, 0.1, 0.1], [0.1, 0.3, 0.2], [0.1, 0.0, -0.1], [0.1, -0.3, -0.1], [-0.1, 0.0, -0.1], [0.2, -1.6, 0.8], [0.0, 0.1, -0.1], [0.0, 0.0, 0.0], [0.0, 0.0, 0.0], [0.0, 0.0, 0.0], [0.0, 0.1, 0.0], [-0.3, 0.9, -0.6], [0.0, 0.0, 0.0], [-0.1, 0.2, 0.2], [0.0, 0.0, 0.0], [0.0, 0.0, 0.0], [0.0, 0.0, 0.0], [0.0, 0.0, 0.0], [0.0, 0.0, 0.0], [0.0, 0.0, 0.0], [0.1, 0.0, 0.0], [0.1, 0.0, -0.2], [0.0, -0.1, 0.1], [0.3, 0.0, 0.0], [0.0, 0.0, -0.1], [0.0, 0.0, 0.0], [0.0, -0.1, 0.0], [0.0, 0.0, 0.0], [0.0, 0.0, 0.0], [0.0, 0.0, 0.0], [-0.2, 0.2, 0.0], [0.0, 0.0, 0.0], [0.0, 0.0, 0.0], [0.1, 0.0, -0.1], [0.0, 0.0, 0.0], [-0.1, 0.4, 0.1], [0.3, -0.1, 0.4], [-0.1, 0.1, 0.0], [0.0, 0.0, 0.0], [-0.2, 0.0, 0.0], [0.2, 0.0, -1.2], [0.0, 0.0, 0.0], [0.0, -0.1, 0.0], [0.0, 0.0, 0.0], [0.0, 0.0, 0.0], [0.0, -0.1, 0.0], [0.0, 0.0, 0.0], [0.0, 0.0, 0.0], [0.0, 0.0, 0.0], [-0.1, 0.0, 0.0], [-0.1, 0.1, 0.0], [0.0, 0.0, -0.1], [0.0, 0.0, 0.0], [0.0, 0.0, 0.0], [0.0, 0.0, 0.0], [0.0, -0.1, 0.0], [0.0, 0.0, 0.0], [0.0, -0.1, -0.1], [-0.3, -0.1, 0.2], [0.0, 0.0, 0.0], [-0.1, -0.1, 0.1], [0.1, 0.1, 0.1]]}

***

{"formula": "C5H29NO10", "method": "the ωB97M-V functional and the def2-TZVPD basis", "smiles": "CCNC(=O)CC.O.O.O.O.O.O.O.O.O", "gap_ev": 10.217, "max_force_ha_per_bohr": 0.1869, "symbols": ["O", "O", "H", "C", "H", "N", "H", "H", "C", "H", "O", "H", "C", "H", "H", "H", "H", "O", "O", "H", "O", "H", "H", "H", "H", "O", "C", "H", "H", "H", "O", "H", "H", "O", "H", "H", "O", "H", "H", "H", "H", "H", "C", "H", "H"], "coordinates": [[1.607342, -2.534409, 1.844554], [1.543654, 3.921587, 0.785800], [0.659443, -5.040682, -0.875070], [0.777265, 1.798525, -1.640574], [-1.443618, 1.635121, -1.379782], [-0.953773, -1.191364, -0.390391], [3.060762, 0.957330, 1.701642], [1.694500, -1.822325, 1.185570], [-0.476706, 0.898924, -1.499149], [-2.073553, 1.567369, 2.290817], [-0.692347, -0.301405, 3.083466], [-0.192980, 2.022864, 0.877244], [-1.415049, -3.246997, -1.738495], [-1.332228, -1.262666, -2.481642], [-0.177462, 0.091264, 2.327219], [1.059036, 2.093146, -2.620788], [4.159256, 1.277230, -1.102643], [2.445624, 1.586837, 1.747521], [-2.882402, 1.100397, 2.483132], [1.058737, -2.518549, 2.517891], [4.086098, 0.324353, -1.233960], [-3.763093, 0.740749, -0.125348], [1.584315, 1.430716, -0.906979], [-2.491407, 0.428885, 3.139400], [-2.767428, -1.506668, -1.606743], [-0.497495, 2.760262, 1.166384], [-0.350347, 0.050947, -0.300178], [-1.703162, -3.588582, -2.774683], [-0.392072, 3.400142, 0.432245], [1.526856, 1.231738, 1.652473], [-3.919989, 0.635570, -1.011200], [-0.343634, -3.248795, -1.848097], [-0.345249, -0.117235, 3.947903], [1.570150, -4.681005, -1.395226], [2.159722, 3.172528, 0.915533], [-1.586578, -3.977520, -0.930144], [0.412870, 0.295293, 0.668453], [5.094288, 0.076522, -1.023601], [1.567835, -3.759687, -1.181527], [-4.008772, 1.498383, -1.463194], [-0.738736, 0.374552, -2.556528], [-1.133931, -1.752821, 0.423505], [-1.644095, -1.695532, -1.506791], [0.296124, 2.781272, -1.213260], [0.962230, 4.093737, 1.615245]], "atomic_forces_ev_per_a": [[5.3, -1.1, -5.9], [-0.3, 1.8, 1.1], [4.0, 1.5, -2.2], [-1.6, 1.8, 3.3], [2.2, -2.1, 0.0], [0.3, 1.7, 0.5], [3.4, -4.2, -0.3], [-0.9, -0.1, 1.3], [-1.8, 1.9, -3.3], [0.3, 0.8, -0.4], [-0.1, -0.4, -1.0], [3.3, -7.4, -2.9], [1.3, 1.0, -0.7], [0.3, -0.2, 1.0], [-0.3, -0.5, 1.2], [0.5, -0.5, -0.9], [-0.4, 0.2, -0.1], [-4.3, 4.1, 0.6], [0.2, -1.6, 1.5], [-4.4, 1.3, 4.5], [3.8, -0.6, 0.9], [0.6, 0.9, 3.6], [-1.0, 0.8, -1.6], [-1.0, 1.2, -1.6], [1.3, 0.1, 1.1], [-5.0, 7.7, 2.7], [0.0, -3.5, 0.0], [-0.5, 0.3, 1.4], [0.1, -0.6, 0.9], [1.6, 0.1, -0.2], [-0.6, -0.1, -4.3], [0.6, -0.4, 0.0], [0.7, 0.4, 0.2], [-3.8, -2.6, 1.9], [-0.7, 0.4, 0.7], [-0.7, 0.5, -0.3], [-1.5, -0.1, -0.9], [-3.4, 0.4, -0.8], [0.1, 0.9, 0.4], [0.0, -0.7, 0.9], [0.8, 0.8, 3.0], [0.6, 0.3, 0.7], [-3.2, -1.9, -3.4], [2.0, -1.4, -0.7], [2.2, -1.0, -2.0]]}